The following is a quantum chemistry calculation of a cluster of 8 separate species, C72H152N8O8 in total, from the OMol25 dataset.

Atoms and positions in Å:
H1 -0.307 -6.919 -3.652
H2 2.117 -0.045 -4.203
H3 1.845 -7.836 -5.577
C1 -4.790 2.008 -1.496
H4 -1.984 6.457 4.600
H5 -8.095 -2.938 0.307
H6 -0.745 -0.632 -1.023
H7 -2.108 5.160 -2.710
H8 -1.743 -9.725 1.878
H9 -6.013 -0.260 1.271
H10 8.951 4.834 3.807
H11 8.674 4.627 -0.753
H12 5.444 -1.965 -2.306
H13 -2.075 -9.766 0.169
C2 -4.178 -8.476 2.629
C3 5.358 5.493 0.093
C4 -5.804 2.387 -3.673
H14 -5.146 -4.376 -1.588
C5 -1.048 -5.662 2.703
H15 -0.434 2.254 3.274
C6 -4.749 2.954 -2.716
C7 3.758 2.511 -4.081
H16 -0.450 4.164 4.382
C8 6.700 4.804 0.344
H17 -3.136 -10.595 1.341
C9 7.653 4.999 -0.845
C10 2.213 -5.769 -4.897
H18 1.558 3.271 2.102
H19 5.367 0.444 -1.343
C11 0.040 -0.966 1.019
H20 5.396 5.831 -0.948
C12 -3.262 -8.381 1.379
O1 4.535 0.727 -1.743
H21 -1.032 3.105 -4.308
H22 0.795 -1.553 -0.960
C13 -2.325 2.005 -1.360
C14 -1.983 3.684 6.627
O2 -1.548 -7.133 0.323
H23 -3.008 3.832 6.972
H24 4.043 3.202 -4.876
H25 3.846 -1.955 -1.608
H26 -6.468 -2.941 1.122
C15 0.519 -4.477 -3.326
H27 -0.015 2.765 -2.870
H28 5.345 -1.737 -4.874
H29 7.523 2.829 0.499
H30 -1.044 1.541 -3.574
H31 -5.414 -2.998 -3.928
H32 0.956 0.193 4.116
H33 8.246 6.381 3.891
H34 -7.682 -2.009 -3.764
H35 3.343 0.318 -5.956
C16 2.431 -0.727 -3.403
H36 1.477 7.809 8.445
C17 -0.163 -1.361 -0.467
C18 3.423 -6.047 -4.004
H37 -0.881 2.234 1.559
H38 -0.078 7.613 9.312
O3 -4.301 -1.860 0.247
C19 -4.279 -3.779 -1.867
H39 5.913 2.901 -0.246
H40 -0.401 -2.838 2.140
H41 -0.415 -5.483 1.826
H42 -4.774 -7.188 0.244
H43 -7.645 -0.551 1.021
C20 0.970 1.171 2.106
H44 -3.154 5.147 4.813
H45 -6.653 -3.707 -0.388
H46 -0.204 9.004 7.255
H47 -3.378 -0.519 -2.363
C21 -1.388 0.452 2.676
C22 5.610 5.728 3.344
H48 -4.070 -0.965 0.525
C23 -7.382 -1.303 -1.744
H49 -5.489 -1.208 -3.805
N1 1.041 0.104 1.083
H50 0.164 -2.965 -4.841
H51 -7.019 -0.338 -2.125
H52 -0.606 -2.362 -0.467
H53 3.095 -3.145 -3.954
C24 -2.461 -6.051 2.245
H54 0.989 -2.376 -3.343
H55 2.106 -0.294 -2.456
C25 5.829 2.874 1.840
C26 4.380 -2.008 -2.560
N2 -5.116 -1.599 -0.883
H56 2.400 0.075 3.202
H57 0.843 -1.910 2.795
H58 6.776 2.588 -4.273
O4 -1.954 5.929 8.312
H59 3.668 3.069 -3.151
H60 -3.773 -4.113 -2.771
H61 7.246 4.424 -1.684
H62 -1.375 -3.602 -2.764
H63 5.251 6.446 0.616
C27 -3.298 -1.611 -2.386
H64 -5.064 -6.581 2.411
C28 1.060 -4.477 -1.873
C29 -3.623 2.103 -0.523
H65 -0.534 -6.440 3.264
H66 2.080 -4.116 -1.743
C30 -0.984 2.610 -3.336
H67 2.522 -6.664 -6.862
C31 6.632 3.493 3.008
C32 -7.019 -2.850 0.182
H68 1.933 -4.347 -6.511
C33 7.979 5.317 3.921
C34 -2.557 -9.692 1.143
C35 -1.349 -0.504 1.479
H69 2.717 2.076 1.329
O5 0.635 -6.861 -3.453
N3 4.664 0.361 -3.089
H70 2.240 -2.294 -5.322
H71 2.507 -0.058 -0.100
H72 6.117 3.305 3.950
H73 -7.285 -3.315 -2.528
C36 5.282 0.994 -5.386
H74 -2.399 0.970 -1.706
N4 -0.934 5.748 7.352
H75 4.736 -0.421 -6.849
H76 4.828 3.300 1.937
H77 -3.319 3.121 -5.185
H78 7.626 5.224 4.949
H79 -3.712 -9.101 3.398
C37 -0.701 8.139 6.813
H80 -5.396 1.561 -4.259
H81 6.884 1.742 -2.816
H82 0.985 6.227 9.070
H83 5.666 6.808 3.501
H84 1.834 -1.598 -3.684
H85 -1.892 -0.061 0.641
H86 1.699 7.463 6.007
C38 -6.534 -1.562 -0.507
H87 0.895 -6.619 -6.347
H88 5.294 5.322 4.307
C39 0.035 6.862 7.246
C40 0.621 7.153 8.615
C41 -4.212 -8.121 0.192
H89 -3.645 2.989 0.118
C42 -2.427 5.779 5.327
C43 2.513 -4.445 -5.587
H90 7.617 3.018 3.017
C44 0.683 5.922 4.931
C45 1.595 0.775 3.453
H91 -6.269 4.289 -1.952
H92 1.293 2.563 0.481
H93 -4.655 4.701 -1.397
C46 -1.896 4.419 -1.934
H94 -6.831 0.564 -0.095
C47 -6.728 -0.369 0.453
N5 7.384 5.319 1.531
H95 -1.986 -1.333 1.799
H96 -1.465 -4.576 -4.280
H97 -5.101 5.102 -3.049
H98 0.997 -5.488 -1.467
N6 -2.283 -7.313 1.513
C48 1.176 6.535 6.250
H99 4.299 -6.376 -4.577
C49 -0.481 1.632 2.378
H100 -5.163 -7.280 4.083
H101 1.888 5.910 6.795
O6 7.784 6.660 1.430
H102 -3.047 6.356 6.021
C50 3.936 -0.853 -3.460
H103 -2.407 -4.442 0.851
H104 -3.907 -5.309 0.812
C51 4.364 -1.258 -4.886
O7 -3.385 3.744 -4.454
H105 -6.638 2.002 -3.085
H106 -2.502 -1.860 -1.680
C52 4.915 1.500 -3.982
H107 -6.229 3.124 -4.357
C53 0.448 -2.234 1.820
H108 5.831 1.794 1.970
C54 1.904 -6.828 -5.980
H109 -5.735 2.139 -0.961
H110 -3.514 -5.371 4.025
H111 -3.576 -3.847 -1.037
H112 -5.058 -9.052 2.342
C55 2.312 -3.192 -4.708
H113 -0.922 8.217 5.750
H114 1.524 5.592 4.322
H115 0.400 -3.888 -1.229
H116 -8.435 -1.120 -1.528
C56 -4.620 -2.276 -2.100
H117 -1.512 2.098 -0.636
H118 3.632 -1.979 -5.266
C57 -3.156 -4.914 1.495
C58 6.152 2.268 -3.429
H119 0.482 4.061 5.836
C59 -1.392 5.010 6.154
C60 6.924 5.019 2.865
H120 -0.821 4.583 -1.822
H121 2.833 2.014 -4.365
C61 -0.184 4.734 5.276
C62 6.539 3.297 0.563
H122 2.051 1.596 4.005
H123 4.260 -2.981 -3.037
C63 1.679 2.383 1.485
H124 -4.968 -8.915 0.136
H125 4.455 4.910 0.258
H126 5.111 1.808 -6.103
H127 7.770 6.014 -1.228
O8 2.321 -0.352 0.802
H128 -1.970 2.936 5.836
H129 -0.626 -7.222 0.590
H130 -1.063 -0.108 3.558
N7 1.011 -5.642 -4.061
H131 -3.583 -4.153 2.143
H132 -2.840 -1.849 -3.352
H133 0.128 6.704 4.409
H134 -1.433 3.366 7.514
H135 5.887 3.226 -2.980
H136 -3.784 -8.206 -0.810
H137 -1.612 5.375 9.021
H138 -1.674 8.159 7.317
H139 -2.382 4.612 -0.980
C64 4.341 -0.116 -5.879
H140 -2.705 -6.938 4.240
H141 -1.022 -4.702 3.225
C65 -4.532 -7.098 3.213
H142 -4.842 0.943 -1.751
H143 4.771 5.505 2.682
H144 3.550 -4.328 -5.913
H145 -1.382 -5.352 -2.752
H146 -2.401 0.749 2.960
C66 -5.226 4.359 -2.263
C67 -5.612 -2.151 -3.269
C68 -2.194 3.000 -2.492
H147 3.758 -5.360 -3.231
H148 3.250 -6.980 -3.446
C69 0.891 -3.192 -4.064
H149 6.982 7.205 1.551
H150 -3.620 1.246 0.156
H151 6.346 0.837 -5.570
C70 -1.005 -4.476 -3.295
H152 1.305 -2.814 1.478
N8 -3.418 2.953 -3.294
C71 -7.108 -2.303 -2.889
C72 -3.266 -6.312 3.539

Results
Largest force on an atom   3.68 eV/Å
LUMO energy   0.43 eV
HOMO level   -7.85 eV
HOMO-LUMO gap   8.28 eV
Energy relative to the best compared isomer or geometry (same formula, charge and spin)   115.1 kcal per mole
Net charge   0
Spin multiplicity   1
SMILES   CC1(C)CCCC(C)(C)N1O.CC1(C)CCCC(C)(C)N1O.CC1(C)CCCC(C)(C)N1O.CC1(C)CCCC(C)(C)N1O.CC1(C)CCCC(C)(C)N1O.CC1(C)CCCC(C)(C)N1O.CC1(C)CCCC(C)(C)N1O.CC1(C)CCCC(C)(C)N1O